11
Properties=species:S:1:pos:R:3:forces:R:3:mulliken_charge:R:1 method="wB97M-V/def2-TZVPD" e_lumo_ha="-0.0136 / -0.0243"
C -0.2198 0.7246 1.2396 -3.8479 -0.0471 -4.3545 -0.78
C -1.0651 1.5762 -0.7334 0.4948 0.2847 2.3215 -0.02
C 0.6261 -0.2191 0.6793 2.2597 -1.2349 0.4959 -0.02
C 0.3036 -0.7997 -0.7301 0.4745 0.9459 2.0594 -0.71
P -0.2833 0.4874 -1.9127 -0.2624 -0.4372 -0.5754 -0.01
S -2.4035 0.8232 -1.4823 0.7617 -0.3503 -0.0571 -0.15
H 0.1150 1.2861 1.9925 1.2111 2.4690 3.0054 0.33
H 1.7249 -0.0419 0.8926 -0.7171 -0.1169 -0.6150 0.32
H 0.3620 -0.9533 1.5159 0.3490 -0.0476 -0.7165 0.23
H 1.1910 -1.3124 -0.9929 0.9760 -0.3283 -1.1265 0.43
H -0.3508 -1.5712 -0.4684 -1.6995 -1.1373 -0.4372 0.39



13
Properties=species:S:1:pos:R:3:forces:R:3:mulliken_charge:R:1 method="wB97M-V/def2-TZVPD" e_lumo_ha=-0.0360
C 0.2387 -0.2244 1.7190 0.1341 -1.1269 0.0081 -0.45
C -0.7107 -0.0318 0.8056 -0.2218 -0.6492 0.9176 -0.14
O -0.3868 0.4348 -0.4559 0.5576 0.0152 -1.1569 -0.28
C -1.2408 0.3036 -1.4787 -0.7784 -1.0031 1.3365 0.67
O -2.3679 -0.0957 -1.4202 0.3208 0.3911 -0.3066 -0.51
O -0.5573 0.6412 -2.5677 0.4897 0.7797 -0.8925 -0.43
H -0.1308 -0.3774 2.7346 0.1122 -0.4278 -0.3352 0.33
H -1.7402 -0.3822 0.8896 0.0327 0.9191 0.2259 0.33
H -1.1580 0.8146 -3.3058 -0.0877 -0.2765 0.0839 0.36
O 2.3065 -1.1923 2.4455 -1.1442 -0.0936 -1.0774 -0.65
O 2.2656 -0.2676 0.4093 -0.0381 0.0500 -1.3672 -0.82
C 1.7367 -0.6687 1.4765 0.5578 1.8843 2.0981 0.56
Na 1.7449 1.0460 -1.2518 0.0653 -0.4624 0.4659 1.03



15
Properties=species:S:1:pos:R:3:forces:R:3:mulliken_charge:R:1 method="wB97M-V/def2-TZVPD" e_lumo_ha=0.0211
C -0.5677 0.0565 -0.6605 2.2121 -1.2582 2.9419 0.96
C -0.1936 -1.0669 0.3715 0.0500 -0.9889 0.1658 -1.20
C 0.7446 0.5579 -1.2081 -0.1890 -2.9613 -3.8971 -0.70
C -0.7038 1.4444 -0.1208 -0.6465 2.4470 1.0071 -0.53
H -2.2835 -1.1353 -0.9968 3.2863 2.3337 -2.7442 0.37
H -0.6330 -1.2270 -1.9484 -3.1893 1.2803 -0.1158 0.40
H -1.0467 -1.3965 0.8549 -2.2592 -0.4899 0.6858 0.54
H 0.1341 -2.0077 -0.1393 0.3604 1.0812 0.1019 0.41
H 0.5631 0.5129 -2.3449 1.3571 -0.3274 1.0037 0.34
H 1.6510 0.0366 -0.8251 -0.3196 0.5371 -0.4422 0.24
H -1.6260 2.1559 -0.3416 1.9006 -1.6989 0.2648 0.26
H -0.4120 1.4609 0.9490 -0.8376 0.1918 -0.2848 0.22
N -1.4149 -0.4716 -1.6404 -1.3512 -5.0985 0.9659 -0.74
O 0.5170 1.8081 -0.8175 -0.4937 4.3258 1.5515 -0.38
Cl 0.8085 -0.9127 1.9131 0.1196 0.6263 -1.2044 -0.20



19
Properties=species:S:1:pos:R:3:forces:R:3:mulliken_charge:R:1 method="wB97M-V/def2-TZVPD" e_lumo_ha=0.1502 total_charge=-1
C -0.7153 -0.9277 1.2205 -0.4925 0.1280 0.1970 -0.93
N -0.4929 -1.0147 -0.2018 -0.3069 0.3092 -0.3375 -0.57
C -1.6815 0.9822 -0.8998 -0.4718 0.3749 -0.6905 -1.58
C -0.3358 0.2807 -0.8750 0.5022 -0.2477 0.2709 0.54
C 0.7826 1.1669 -0.2938 -0.3647 0.0254 -0.1661 -0.80
O 2.0243 0.5903 -0.3650 0.7623 0.7356 -0.5902 -0.63
H -1.7368 -0.5932 1.4286 -0.1125 -0.1385 0.0805 0.31
H -0.0419 -0.2584 1.7412 0.3406 0.2623 0.1647 0.28
H -0.5442 -1.9048 1.6537 -0.1293 -0.2222 0.0784 0.36
H 0.3873 -1.4840 -0.2892 0.7111 -0.5172 -0.0725 0.47
H -1.7307 1.8539 -1.5710 0.3140 -0.1249 0.1381 0.42
H -2.4433 0.2890 -1.2699 0.0263 -0.0340 0.1606 0.38
H -2.0013 1.3424 0.0848 0.1902 -0.1748 -0.0131 0.30
H 0.0766 0.0264 -1.8712 -0.6752 0.1994 0.0950 0.22
H 0.7932 2.0673 -0.9200 -0.0395 0.2721 0.0138 0.35
H 0.5338 1.4973 0.7240 -0.1769 0.0491 0.1857 0.30
H 2.1200 -0.3468 0.0868 -0.2866 -0.5702 0.3340 0.47
H 2.9206 -1.9155 1.0102 -0.1994 0.0529 -0.1427 0.11
O 2.0852 -1.6513 0.6068 0.4086 -0.3793 0.2938 -1.00



13
Properties=species:S:1:pos:R:3:forces:R:3:mulliken_charge:R:1 method="wB97M-V/def2-TZVPD" e_lumo_ha=0.0134 smiles=SS.O.O.O
S 2.8926 -2.3936 -4.7681 0.5228 0.3452 0.1102 -0.16
S 3.4549 -1.6917 -2.9047 -0.4106 -0.1265 0.4035 -0.17
H 2.2598 -1.2939 -5.1975 -0.1867 -0.0153 0.0089 0.17
H 4.3934 -0.7508 -3.1135 0.0743 -0.2024 -0.5208 0.16
O 4.2407 5.1833 0.9278 0.1232 -0.0100 -0.2867 -0.64
H 4.6743 5.9933 0.6238 -0.2357 -0.2211 0.3464 0.32
H 3.9028 5.3376 1.8143 0.1130 0.2306 -0.0602 0.32
O -3.4348 0.0367 3.4089 0.1869 -0.4902 0.2065 -0.64
H -3.1228 0.8349 2.9818 0.1440 0.1197 -0.1037 0.32
H -2.6574 -0.5368 3.5053 -0.3425 0.3548 -0.1062 0.32
O -5.2960 -3.3943 0.6169 -0.3215 -0.2396 0.4107 -0.63
H -5.5668 -3.0771 1.4851 0.2287 0.4628 0.0183 0.32
H -5.7407 -4.2476 0.6200 0.1041 -0.2078 -0.4268 0.32



115
Properties=species:S:1:pos:R:3:forces:R:3:mulliken_charge:R:1 method="wB97M-V/def2-TZVPD" multiplicity=3 e_lumo_ha="-0.1505 / -0.2059" total_charge=+1
Au -1.3682 0.1394 0.7277 0.3492 0.2158 -1.4863 0.32
C -4.5073 -3.6549 -3.0123 -0.2213 1.2145 2.0811 -0.52
C -3.1298 -3.5740 -2.7420 -0.7372 0.1249 0.1730 -0.98
C -2.6399 -3.0750 -1.5270 -1.2617 0.5968 0.0551 0.03
C -3.5912 -2.6282 -0.5736 -0.4576 -0.8034 -0.3373 -0.11
C -4.9846 -2.8023 -0.7924 0.4787 0.0813 -0.2418 -0.23
C -5.4520 -3.2897 -2.0126 0.7993 0.0611 0.1555 -0.53
N -3.1070 -2.0344 0.6108 -2.1485 0.6516 1.4097 0.23
N -4.0277 -1.6647 1.4538 1.5960 -0.4947 -2.4561 -0.31
C -3.4887 -0.9960 2.5439 1.7914 0.3000 1.3783 0.25
C -4.2339 -0.9886 3.7581 0.7756 -0.4066 -1.4161 -0.46
C -3.6005 -0.7658 4.9619 0.6363 0.1812 -0.6192 -0.38
C -2.2305 -0.3873 4.8986 -0.6023 0.4781 1.3125 -0.65
C -1.5946 -0.2202 3.6945 -0.0050 -0.2948 -1.7473 -0.24
N -2.2048 -0.5201 2.4827 -0.7158 0.0524 2.5548 0.30
H -4.9174 -3.8098 -3.9771 0.1363 -0.6927 -0.8596 0.44
H -2.4682 -3.8644 -3.5303 0.4926 -0.0528 -0.2097 0.46
H -1.5850 -2.8893 -1.3521 -0.0564 -0.2512 0.0455 0.75
H -5.6340 -2.4813 0.0224 -0.0387 -0.1671 -0.4559 0.43
H -6.5318 -3.3445 -2.2006 0.5687 -0.0318 0.0242 0.39
H -5.2590 -1.2606 3.5978 -0.3654 -0.2586 0.4873 0.52
H -4.1371 -0.9299 5.9032 0.3603 0.3644 -0.3600 0.43
H -1.7288 -0.0720 5.8340 -0.1452 -0.5358 -0.7623 0.40
H -0.5345 0.0864 3.5790 -0.9377 -0.0318 0.3753 0.34
S 3.4933 -0.8956 -0.8750 -0.8403 0.1743 0.1603 -0.35
P 3.8716 0.0845 0.7973 0.7809 -0.5943 -0.1105 1.33
S 2.3314 0.6039 2.0208 -0.7204 -0.1953 -0.6681 -0.25
C 4.7632 1.5885 0.4023 1.0664 0.1403 0.8592 0.43
C 6.1789 1.6574 0.3378 -0.3354 -0.5648 -0.2166 -0.37
C 6.7607 2.8660 -0.0159 1.6830 -1.5411 -0.1203 -0.42
C 6.0409 3.9842 -0.2654 -1.2189 1.2172 -0.3721 -0.71
C 4.6578 3.9431 -0.1520 -0.7664 -0.2578 0.3424 -0.44
C 4.0152 2.7418 0.2262 0.1575 1.2792 -0.9184 -0.29
C 4.8007 -0.9615 1.9265 0.6289 0.6863 -0.5255 0.43
C 5.2364 -0.3141 3.0815 -0.6832 -0.3859 0.4235 -0.64
C 5.6452 -1.0808 4.1678 0.1847 0.2525 0.2639 -0.63
C 5.6991 -2.4664 4.0802 -0.2366 -0.4647 -0.1759 -0.65
C 5.3712 -3.0502 2.8652 0.2401 -1.4211 -0.8810 -0.23
C 4.9687 -2.3293 1.7512 0.2284 0.3227 0.3013 -0.68
H 6.8568 0.7843 0.4892 -0.9473 0.6470 -0.0603 0.34
H 7.8377 2.8776 -0.2049 -0.2731 0.0475 0.3462 0.35
H 6.5357 4.8920 -0.5928 -0.0563 -0.0389 0.0983 0.40
H 4.0559 4.8425 -0.3493 0.3136 -0.4941 0.1386 0.44
H 2.9219 2.7249 0.2801 0.4318 -0.0596 0.1129 -0.01
H 5.0896 0.7697 3.1553 0.2792 -0.3949 0.1662 0.39
H 5.8858 -0.5876 5.0953 0.1644 0.0704 0.1376 0.41
H 5.9707 -3.1427 4.9067 -0.0711 0.7465 -0.3122 0.39
H 5.4356 -4.1356 2.6765 0.1125 0.5470 0.6142 0.34
H 4.8746 -2.8268 0.7830 -0.4725 0.2756 0.3803 0.39
C 1.6209 -4.1401 1.4350 0.0025 0.8376 0.3571 -0.69
N 2.0941 -5.3625 2.0408 -0.1150 -0.1047 -0.2882 0.23
C 1.6609 -6.4514 1.1477 0.7576 0.2033 0.5092 -0.69
N 0.2122 -6.4832 1.0053 0.4797 -1.0991 0.0996 0.15
C -0.2165 -5.2242 0.4687 -0.2906 0.2180 -0.5512 -0.77
N 0.1802 -4.1178 1.3227 -1.1092 0.4640 -0.1189 0.30
C -0.4233 -4.3082 2.6315 -0.4413 -0.2939 0.1904 -0.66
N -0.0490 -5.5805 3.2635 1.1832 -0.3639 -0.2954 0.07
C 1.4256 -5.5634 3.3421 1.1288 -0.6354 0.2974 -0.74
C -0.3563 -6.6864 2.3366 -0.0770 0.3723 -0.0699 -0.76
H 2.0302 -3.9986 0.4362 0.2692 -0.1181 -0.0600 0.19
H 1.9022 -3.2776 2.0354 0.2723 0.1282 0.1723 0.23
H 2.0345 -7.3321 1.6597 -0.2070 -0.6099 -0.3909 0.42
H 2.1734 -6.3242 0.1813 -0.3403 -0.1400 0.1943 0.32
H -1.3073 -5.2854 0.3039 0.3371 0.3925 0.1239 0.20
H 0.2989 -5.0502 -0.4791 -0.2555 -0.2165 -0.2350 0.35
H -1.5226 -4.3221 2.5093 0.3852 0.3434 0.1719 0.17
H -0.0669 -3.5224 3.3071 -0.3760 0.1318 -0.1195 0.31
H 1.8228 -6.5505 3.7091 -0.6495 0.8591 -0.0587 0.39
H 1.8060 -4.7790 4.0132 -0.4239 -0.1204 -0.0324 0.28
H -1.4201 -6.7994 2.2698 -0.7568 0.1081 -0.1971 0.33
H 0.0217 -7.6201 2.7297 0.2339 -0.1629 0.2426 0.37
C -2.0148 5.7611 -0.1866 0.0839 -0.0056 0.8964 -1.55
C -1.6876 4.3267 0.2950 -0.0344 -0.4853 -0.5798 1.48
C -0.2050 4.2002 0.6299 0.0514 -0.3207 1.1559 -1.21
C -2.5222 3.7420 1.4512 -0.1231 -0.0245 0.0827 -1.38
O -2.0123 3.4586 -0.8810 0.7194 0.5052 0.6783 0.41
Si -1.1734 2.7729 -2.0847 -0.2079 1.4895 -0.6097 -1.13
S -0.7551 0.7243 -1.4477 0.2840 -0.6905 0.5747 -0.06
O -2.1251 2.6858 -3.4121 0.7271 -0.4398 1.2214 0.25
C -3.5774 2.5077 -3.4955 1.0681 -0.6429 -0.7759 1.58
C -3.6704 1.7241 -4.8245 -0.2421 -0.2855 0.3467 -1.46
C -4.0807 1.6914 -2.3093 0.2920 0.6842 0.9032 -1.29
C -4.1110 3.9124 -3.6013 -0.6309 0.8215 -0.0516 -1.53
O 0.2322 3.5245 -2.4631 -0.8061 -0.6204 0.3191 0.46
C 1.0869 3.5457 -3.6583 -0.0589 0.1745 0.3912 1.52
C 2.3272 4.3492 -3.1837 -0.4944 0.5908 -0.1177 -1.34
C 0.3246 4.2784 -4.7692 -0.1762 1.1031 0.6172 -1.34
C 1.3985 2.1067 -4.0596 1.0220 -0.2634 0.7526 -1.39
H -2.0414 6.4573 0.6999 0.0645 -0.5580 -0.9936 0.41
H -2.9774 5.7818 -0.7090 0.0789 -0.0045 0.3100 0.27
H -1.2468 6.0892 -0.9160 -0.3288 -0.1398 0.5192 0.27
H 0.0448 4.8058 1.5540 -0.2357 -0.4766 -1.1752 0.54
H 0.3597 4.5101 -0.2361 0.4705 0.2490 -0.0077 0.19
H 0.0660 3.1429 0.8750 -0.2552 0.6595 -0.2120 0.12
H -2.5240 4.3929 2.3570 0.2556 -0.4763 -0.6505 0.41
H -2.1353 2.7130 1.7024 -0.2862 1.0673 -0.1459 0.11
H -3.5663 3.6258 1.1435 0.0975 0.0506 -0.0089 0.33
H -3.0438 0.7969 -4.7164 -0.5989 0.8745 -0.2684 0.28
H -3.2613 2.3832 -5.6051 -0.1168 -0.4622 0.0875 0.34
H -4.7087 1.4348 -5.0860 0.5372 0.2021 0.1737 0.41
H -3.5953 0.6989 -2.2723 -0.3397 0.2707 -0.1755 0.22
H -5.1649 1.5997 -2.3429 -0.0350 -0.2458 -0.1381 0.55
H -3.8422 2.2246 -1.3504 -0.2384 -0.4777 -0.8634 0.17
H -3.5041 4.5265 -4.2848 0.0405 -0.4182 0.2201 0.27
H -4.1331 4.4427 -2.6294 -0.0448 -0.4139 -0.4004 0.14
H -5.1073 3.9179 -4.0516 -0.1338 -0.0532 0.3121 0.47
H 2.0253 5.4133 -3.0118 0.1406 -0.8171 -0.1449 0.33
H 3.1320 4.3674 -3.9295 -0.2300 -0.1707 0.1081 0.48
H 2.7209 3.9808 -2.2279 -0.1212 -0.2021 -0.3646 0.05
H 0.1260 5.3511 -4.4227 0.3308 -1.3768 -0.7042 0.27
H -0.6411 3.8010 -4.9529 0.1421 0.0032 0.0976 0.12
H 0.8821 4.2529 -5.7130 0.0364 0.2432 0.2734 0.45
H 1.6907 1.4925 -3.1499 0.1299 0.7829 -1.1105 0.16
H 2.1924 2.1311 -4.8346 -0.2610 -0.2635 0.6195 0.52
H 0.5552 1.5907 -4.4943 -0.5222 0.0750 -0.1885 0.26